No. 1
Formula: C17H33N5O4
Source: the Open Molecules 2025 dataset
Level of theory: the ωB97M-V functional and the def2-TZVPD basis

Each line ends with the natural charge from an NBO analysis.
Atoms and positions in Å:
1 C 3.46861 6.70348 8.97668  -0.432
2 N 2.41357 6.04129 8.24372  -0.609
3 C 1.30335 6.66957 7.84429  0.666
4 C 0.36214 5.78594 7.06812  -0.708
5 O 1.04903 7.83443 8.08859  -0.622
6 H 4.16199 5.99663 9.43242  0.208
7 H 3.16149 7.19373 9.90049  0.212
8 H 3.91178 7.52478 8.41349  0.206
9 H 2.67676 5.11380 7.94272  0.398
10 H 0.76767 4.81006 6.80111  0.204
11 H 0.07661 6.19321 6.09822  0.238
12 H -0.57361 5.66401 7.61366  0.238
13 C 7.35021 -5.14141 -9.90758  -0.421
14 N 7.40625 -4.66797 -8.58431  -0.607
15 C 7.76531 -3.43828 -8.15612  0.661
16 C 8.17473 -3.33950 -6.74588  -0.707
17 O 7.77808 -2.45581 -8.91325  -0.629
18 H 8.15894 -5.83655 -10.13309  0.189
19 H 7.34242 -4.31672 -10.62026  0.240
20 H 6.48000 -5.71892 -10.21954  0.198
21 H 7.44206 -5.30279 -7.79956  0.379
22 H 8.73749 -2.46419 -6.42144  0.252
23 H 8.78570 -4.21465 -6.52473  0.214
24 H 7.29260 -3.56482 -6.14657  0.231
25 C -5.85736 0.22134 4.04626  -0.422
26 N -5.21269 -0.95184 4.58666  -0.603
27 C -5.37101 -2.20840 4.17249  0.666
28 C -6.38562 -2.53249 3.09239  -0.722
29 O -4.58407 -3.11644 4.52073  -0.644
30 H -6.88255 0.09668 3.69762  0.210
31 H -5.32542 0.47422 3.12910  0.187
32 H -5.83830 1.11124 4.67540  0.216
33 H -4.49066 -0.76156 5.26678  0.406
34 H -6.23747 -3.60167 2.94074  0.253
35 H -6.13216 -2.08341 2.13209  0.228
36 H -7.39950 -2.27374 3.39763  0.224
37 C -4.70228 -0.57061 -3.59091  -0.424
38 N -6.11708 -0.76425 -3.35645  -0.619
39 C -6.74562 -1.95321 -3.60802  0.670
40 C -5.89038 -3.22834 -3.84114  -0.708
41 O -7.98117 -2.12695 -3.37374  -0.632
42 H -4.41357 0.47845 -3.65580  0.214
43 H -4.50842 -0.88673 -4.61590  0.198
44 H -4.03769 -1.02504 -2.85612  0.198
45 H -6.60598 0.10259 -3.18419  0.409
46 H -5.45730 -3.13655 -4.83719  0.223
47 H -6.54284 -4.08606 -3.67776  0.252
48 H -5.07343 -3.27050 -3.12078  0.221
49 C 2.41015 0.25881 -0.75205  -0.188
50 C 1.30962 -0.08184 0.05831  -0.247
51 C 0.85050 0.79499 1.09880  0.037
52 N 1.39527 1.97344 1.25500  -0.425
53 C 2.50867 2.34429 0.56003  0.021
54 C 2.98278 1.53717 -0.50032  -0.246
55 H 2.94513 -0.37744 -1.44154  0.224
56 H 0.96545 -1.10313 -0.01167  0.214
57 H 0.17073 0.40813 1.84356  0.197
58 H 2.95120 3.31077 0.75102  0.199
59 H 3.80989 1.95875 -1.05221  0.214

orbital gap	9.8012	eV
HOMO level	-9.5	eV
energy above the lowest of the compared OMol25 structures with the same formula, charge and spin	0.000	eV
SMILES	CNC(C)=O.CNC(C)=O.CNC(C)=O.CNC(C)=O.c1ccncc1
strongest force on any atom	4.23	eV/Å

***

No. 2
Formula: AlBH10O3
Source: the Open Molecules 2025 dataset
Level of theory: the ωB97M-V functional and the def2-TZVPD basis

Each line ends with the natural charge from an NBO analysis.
Atoms and positions in Å:
1 Al 0.81011 1.19546 0.20264  1.522
2 B -2.09210 0.13364 0.35825  -0.495
3 H -2.04176 1.13152 -0.04910  0.178
4 H -1.51111 0.20096 1.26498  0.031
5 H -3.12318 -0.17742 0.42424  0.340
6 H -1.65480 -0.51235 -0.38722  0.139
7 O 3.09481 -0.60383 0.16481  -0.947
8 H 3.88848 -0.65833 0.69711  0.521
9 H 3.36308 -0.91745 -0.69885  0.514
10 O 0.68745 -1.37849 1.71341  -0.907
11 H -0.12142 -1.59708 2.17622  0.505
12 H 1.34398 -1.96653 2.08677  0.520
13 O -0.61634 1.58545 -2.39575  -0.948
14 H -0.58003 2.38691 -2.91783  0.517
15 H -1.44719 1.17753 -2.63973  0.510

orbital gap	4.2943	eV
HOMO level	-19.8	eV
energy above the lowest of the compared OMol25 structures with the same formula, charge and spin	6.648	eV
net charge	+2
strongest force on any atom	6.74	eV/Å

***

No. 3
Formula: C56H77F11IN2O31
Source: the Open Molecules 2025 dataset
Level of theory: the ωB97M-V functional and the def2-TZVPD basis

Each line ends with the Löwdin charge.
Atoms and positions in Å:
1 C 6.70452 0.70945 1.57786  -0.101
2 C 5.56693 -0.07781 2.37732  -0.231
3 C 5.83427 -1.65580 2.42406  -0.199
4 C 6.05868 -2.30337 0.99139  -0.167
5 C 4.85084 -3.28562 0.56937  -0.176
6 C 4.04265 -2.78074 -0.71550  -0.174
7 C 3.45444 -4.01268 -1.55429  -0.190
8 C 1.86206 -4.02343 -1.42673  -0.203
9 C 1.32719 -5.43074 -1.90776  -0.203
10 C 0.05876 -5.92328 -1.07497  -0.169
11 C 0.55255 -6.11654 0.41017  -0.115
12 C -0.39258 -5.47070 1.48286  -0.107
13 N -1.47651 -4.79437 1.10919  0.219
14 N -2.20543 -4.29323 2.06416  -0.160
15 O -3.28300 -3.56271 1.64355  -0.122
16 C -4.33779 -4.41929 1.13313  -0.117
17 C -5.12257 -3.57129 0.01485  -0.287
18 C -4.21743 -2.40669 -0.52862  -0.056
19 C -6.57575 -3.13880 0.44925  -0.146
20 C -6.68789 -1.77750 1.24179  -0.372
21 C -6.74511 -0.49670 0.29144  -0.069
22 C -5.63630 -1.59347 2.40222  -0.094
23 C -2.05775 -4.37840 3.40725  -0.481
24 I -3.32782 -3.51964 4.88171  1.088
25 C -0.87922 -5.11602 3.90059  -0.217
26 F -0.63269 -5.26186 5.21038  0.065
27 C 0.03144 -5.68115 2.91035  -0.026
28 C 1.32463 -6.43110 3.27159  -0.094
29 C 2.52124 -5.37227 3.11263  -0.155
30 C 2.18574 -3.94207 3.69431  -0.226
31 C 1.72561 -2.87939 2.61767  -0.084
32 H 6.27563 1.04572 0.59747  0.054
33 H 7.06917 1.61764 2.11127  0.070
34 H 7.53674 -0.01324 1.36225  0.070
35 H 4.55466 0.05220 1.91775  0.096
36 H 5.55024 0.34254 3.42111  0.097
37 H 6.73788 -1.82129 3.06909  0.109
38 H 4.96450 -2.09196 2.97754  0.079
39 H 6.15966 -1.56012 0.16804  0.070
40 H 6.98043 -2.93454 1.02119  0.105
41 H 5.21126 -4.33500 0.37914  0.100
42 H 4.19247 -3.34758 1.47430  0.059
43 H 3.16348 -2.15973 -0.38566  0.106
44 H 4.70799 -2.18500 -1.38885  0.087
45 H 3.74559 -3.95290 -2.63400  0.114
46 H 3.85496 -4.96349 -1.10305  0.093
47 H 1.65309 -3.80122 -0.34880  0.077
48 H 1.47044 -3.22390 -2.10858  0.123
49 H 1.08168 -5.35137 -2.99554  0.116
50 H 2.17029 -6.16238 -1.78407  0.107
51 H -0.25074 -6.91760 -1.47825  0.113
52 H -0.71311 -5.13341 -1.21585  0.101
53 H 1.61680 -5.82101 0.54845  0.103
54 H 0.50101 -7.22226 0.62943  0.134
55 H -5.08319 -4.72000 1.92287  0.122
56 H -3.97868 -5.36625 0.66706  0.130
57 H -5.25311 -4.29120 -0.84242  0.139
58 H -4.01167 -1.60138 0.21006  0.063
59 H -3.23979 -2.83515 -0.88044  0.087
60 H -4.74795 -1.94532 -1.39989  0.097
61 H -7.02899 -3.93636 1.09113  0.114
62 H -7.19852 -3.04610 -0.48032  0.114
63 H -7.69656 -1.79412 1.74697  0.125
64 H -5.72186 -0.03226 0.25858  0.061
65 H -7.02857 -0.75926 -0.75520  0.076
66 H -7.43034 0.29016 0.70661  0.079
67 H -4.73597 -0.99941 2.12316  0.071
68 H -6.15161 -1.00616 3.21596  0.086
69 H -5.41745 -2.59234 2.84474  0.010
70 H 1.34597 -6.73332 4.34879  0.131
71 H 1.51788 -7.29688 2.59825  0.120
72 H 2.84034 -5.23789 2.05143  0.088
73 H 3.42968 -5.73906 3.66323  0.126
74 H 1.44754 -3.96331 4.53643  0.091
75 H 3.14585 -3.54512 4.12827  0.100
76 H 0.59621 -2.93696 2.57366  0.058
77 H 2.07356 -3.09932 1.58118  0.041
78 H 1.93843 -1.82416 2.93597  0.091
79 C -4.03645 3.75731 2.39358  -0.055
80 C -4.45603 2.38058 1.97435  -0.335
81 O -4.63171 2.50918 0.57692  0.126
82 C -3.77001 3.49292 0.18449  -0.530
83 O -3.45102 3.68902 -0.94208  0.179
84 O -3.31854 4.21329 1.24749  0.084
85 F -5.64415 2.04093 2.52972  0.067
86 H -4.88756 4.41758 2.57626  0.152
87 H -3.40192 3.74904 3.27854  0.136
88 H -3.71678 1.60286 2.18074  0.164
89 C -3.53662 6.30380 -3.33493  -0.052
90 C -2.27050 6.89713 -2.79638  -0.311
91 O -2.25888 8.19188 -3.37470  0.144
92 C -3.56725 8.53004 -3.55329  -0.529
93 O -3.95115 9.63758 -3.76445  0.161
94 O -4.38217 7.44920 -3.45382  0.081
95 F -1.18479 6.21687 -3.23223  0.084
96 H -3.40714 5.84676 -4.31741  0.114
97 H -3.96880 5.56496 -2.66185  0.129
98 H -2.23770 6.98038 -1.70720  0.175
99 C 8.04487 0.59604 -3.65935  -0.052
100 C 8.45086 -0.54646 -2.77780  -0.298
101 O 7.57298 -0.42699 -1.67572  0.117
102 C 6.43688 0.15034 -2.16695  -0.539
103 O 5.39350 0.16239 -1.59556  0.155
104 O 6.64683 0.70089 -3.38970  0.099
105 F 9.72694 -0.39746 -2.33446  0.064
106 H 8.53816 1.53226 -3.38620  0.153
107 H 8.22932 0.39721 -4.71631  0.109
108 H 8.33348 -1.53188 -3.23502  0.180
109 C 2.30439 -2.84464 7.55877  -0.074
110 C 2.43138 -1.75422 8.58385  -0.322
111 O 3.81766 -1.73232 8.85435  0.144
112 C 4.42980 -2.15127 7.70777  -0.535
113 O 5.58135 -2.00911 7.47349  0.197
114 O 3.54212 -2.75053 6.85971  0.054
115 F 1.77033 -2.07381 9.72257  0.079
116 H 2.21623 -3.83607 8.00969  0.147
117 H 1.46130 -2.68862 6.88582  0.130
118 H 2.11018 -0.76906 8.23639  0.177
119 C -4.81227 1.95595 7.65161  -0.052
120 C -5.82480 1.52762 6.63108  -0.317
121 O -5.15155 1.74754 5.40321  0.119
122 C -3.82417 1.58904 5.67655  -0.537
123 O -2.98034 1.43480 4.84815  0.161
124 O -3.58194 1.62047 7.01188  0.081
125 F -6.92258 2.31529 6.67087  0.090
126 H -4.84060 3.03028 7.84533  0.152
127 H -4.92100 1.42610 8.59669  0.145
128 H -6.12230 0.47833 6.70305  0.175
129 C 11.27715 2.69026 -5.75594  -0.052
130 C 11.78350 1.83786 -6.88257  -0.315
131 O 10.82717 0.79423 -6.94377  0.146
132 C 9.65816 1.33399 -6.50100  -0.545
133 O 8.58731 0.83798 -6.66169  0.160
134 O 9.86410 2.51326 -5.85720  0.073
135 F 12.99136 1.30442 -6.58836  0.084
136 H 11.61851 2.33969 -4.77922  0.148
137 H 11.55108 3.73808 -5.86808  0.145
138 H 11.83193 2.34730 -7.84782  0.178
139 C 11.63631 -1.21759 0.17181  -0.065
140 C 13.05150 -0.71892 0.13610  -0.319
141 O 13.01365 0.40412 0.99401  0.138
142 C 12.02834 0.14520 1.90556  -0.539
143 O 11.89080 0.73224 2.92622  0.185
144 O 11.22822 -0.87801 1.49489  0.071
145 F 13.39393 -0.30392 -1.10902  0.073
146 H 10.99544 -0.70743 -0.54736  0.119
147 H 11.56770 -2.29190 0.00390  0.144
148 H 13.79196 -1.43487 0.50115  0.175
149 C -6.13424 4.51560 -6.88688  -0.055
150 C -5.51088 3.62900 -7.92466  -0.320
151 O -4.13229 3.92666 -7.81020  0.143
152 C -3.93502 4.29482 -6.51338  -0.531
153 O -2.86646 4.35592 -5.99236  0.173
154 O -5.11608 4.57558 -5.88872  0.065
155 F -5.92585 3.96404 -9.16886  0.081
156 H -6.33626 5.52192 -7.26031  0.150
157 H -7.05603 4.10027 -6.48215  0.144
158 H -5.66991 2.56060 -7.75959  0.176
159 C -10.56325 0.27204 -0.72732  -0.066
160 C -10.97400 -1.11136 -1.13881  -0.325
161 O -11.10461 -0.99864 -2.54199  0.139
162 C -10.22796 -0.02069 -2.92127  -0.539
163 O -9.87115 0.16159 -4.03716  0.184
164 O -9.80924 0.71333 -1.85233  0.068
165 F -12.17847 -1.44195 -0.61474  0.080
166 H -11.41706 0.93712 -0.57983  0.150
167 H -9.95561 0.27427 0.17701  0.128
168 H -10.24354 -1.88892 -0.89937  0.169
169 C -6.66430 11.05543 -4.56321  -0.063
170 C -7.71312 10.85399 -5.61661  -0.320
171 O -8.65859 10.02500 -4.96795  0.132
172 C -8.56906 10.32698 -3.63806  -0.543
173 O -9.38498 10.02705 -2.82852  0.172
174 O -7.43314 11.01915 -3.36047  0.079
175 F -7.21285 10.18747 -6.68737  0.072
176 H -5.92659 10.25278 -4.54571  0.113
177 H -6.14438 12.00665 -4.66826  0.146
178 H -8.20005 11.77324 -5.95172  0.173

orbital gap	7.3939	eV
HOMO level	-11.9	eV
net charge	+1
strongest force on any atom	3.17	eV/Å

***

No. 4
Formula: C5H10N2O
Source: the Open Molecules 2025 dataset
Level of theory: the ωB97M-V functional and the def2-TZVPD basis

Each line ends with the natural charge from an NBO analysis.
Atoms and positions in Å:
1 C 1.15374 1.16104 -0.42992  -0.062
2 C -0.00559 0.37164 -1.03810  -0.113
3 C -1.35579 -1.33359 0.03883  -0.216
4 C -1.39731 0.01355 0.83774  -0.397
5 C 0.09573 0.55962 0.42728  0.176
6 H 2.82938 1.03526 1.23761  0.391
7 H 3.23566 0.73677 -0.77755  0.412
8 H 0.84772 2.23561 -0.61541  0.190
9 H -0.80186 1.35681 -1.16279  0.184
10 H -1.38463 -1.19262 -1.96414  0.373
11 H -1.25581 -2.18449 0.52686  0.188
12 H -2.39573 -1.36971 -0.36339  0.157
13 H -2.32793 0.57586 0.37070  0.208
14 H -1.29451 -0.32183 1.93234  0.258
15 H 1.48277 -0.84181 0.77172  0.495
16 N 2.38301 0.69526 -0.11597  -0.857
17 N -0.52295 -1.07087 -1.13072  -0.621
18 O 0.71411 -0.42649 1.45492  -0.767

orbital gap	8.3710	eV
HOMO level	-8.1	eV
energy above the lowest of the compared OMol25 structures with the same formula, charge and spin	10.514	eV
strongest force on any atom	6.89	eV/Å